1.
A gas-phase ion, C13H25O3 (charge -1), computed with ωB97M-V with the def2-TZVPD basis set.

Geometry as XYZ:
```
41
Properties=species:S:1:pos:R:3:forces:R:3
H 1.700 0.050 0.971 -0.21 -0.25 0.21
C 0.477 2.303 0.526 0.03 0.00 -0.74
H 5.383 -0.931 0.366 0.18 -0.20 -0.14
H 4.332 0.956 -0.197 0.09 0.19 -0.17
H -0.364 0.656 -0.614 0.04 -0.25 0.11
H -2.084 3.111 -0.631 -0.23 0.24 0.01
H -2.490 -1.011 1.782 0.10 0.10 0.18
H 2.178 2.105 -0.824 -0.19 -0.01 -0.34
O 3.826 -2.270 0.178 -0.06 -0.37 0.19
H -3.665 0.963 1.357 0.04 0.22 0.16
H 4.937 -1.994 -1.530 0.17 0.16 -0.21
H -3.761 1.637 -1.178 -0.10 0.03 -0.40
H -4.642 0.115 0.182 -0.25 -0.10 -0.11
H -2.554 0.389 -1.399 0.07 -0.17 -0.27
C -2.932 -1.007 0.787 -0.46 0.06 -0.01
H 3.191 -0.072 -1.023 -0.14 -0.11 -0.21
C -3.624 0.336 0.468 0.37 -0.60 -0.14
H -1.983 2.194 0.869 -0.23 0.25 0.35
H -4.815 -2.025 1.125 -0.19 0.01 0.16
C 1.953 2.069 0.236 0.14 -0.10 0.97
C 2.502 0.767 0.847 -0.09 0.28 -1.04
C 4.313 -1.017 0.578 -0.12 0.54 -0.30
C -3.864 -2.215 0.634 0.40 0.19 -0.28
C -4.087 -2.507 -0.867 0.05 -0.68 -0.60
H 3.233 -2.402 -1.805 -0.19 0.09 -0.15
O -4.626 -1.587 -1.541 0.20 -0.38 0.27
O -3.664 -3.631 -1.270 -0.36 0.89 0.22
H 0.198 1.876 1.485 0.08 0.01 0.32
H 2.512 2.881 0.694 0.23 0.24 -0.09
C 3.583 0.179 -0.043 0.54 0.00 0.52
H -2.129 -1.161 0.072 0.36 0.00 -0.03
H 0.287 3.372 0.568 -0.07 0.27 0.18
H 4.375 -3.625 -1.245 -0.07 -0.28 0.07
C 4.095 -2.581 -1.171 0.13 0.09 0.20
C -2.962 1.091 -0.687 -0.59 1.06 0.64
H -3.378 -3.079 1.071 -0.09 -0.28 0.17
C -0.460 1.734 -0.525 -0.58 0.33 0.09
C -1.923 2.123 -0.210 0.85 -1.02 -0.27
H 4.205 -0.950 1.654 -0.06 -0.22 0.32
H -0.221 2.156 -1.497 0.28 -0.04 -0.28
H 2.946 1.004 1.805 -0.07 -0.15 0.45
```
Forces are in eV/Å.

Calculated values
LUMO level = 0.1007 Ha
SMILES string = COCCCCCCCCCCCC(=O)[O-]
Kohn-Sham gap = 6.68 eV
Energy above the lowest of the compared OMol25 structures with the same formula, charge and spin = 0.00 kcal per mole
Multiplicity = 1
HOMO = -3.941 eV
Net charge = -1

***

2.
A molecular structure, C38H29ClF5N8O2S2Ti, computed with ωB97M-V with the def2-TZVPD basis set.

Geometry as XYZ:
```
86
Properties=species:S:1:pos:R:3:forces:R:3
C -4.532 1.778 -2.100 0.03 -0.05 0.06
C 1.893 5.615 0.247 -0.03 -0.01 -0.04
H 2.947 -2.887 0.132 0.03 0.01 -0.03
C -5.054 0.822 -1.275 0.04 0.00 0.01
H 3.126 5.457 1.992 0.01 0.01 0.01
F 1.996 -1.252 4.033 -0.02 -0.01 -0.05
H 2.484 -2.120 -7.846 -0.01 0.02 -0.03
H -1.038 3.779 -1.740 -0.06 0.04 0.11
S -0.674 -0.502 -2.026 0.12 0.06 0.35
C 1.977 -3.530 3.508 -0.07 0.03 -0.07
H 0.557 5.533 -1.417 -0.01 0.02 -0.02
H 1.852 1.226 -5.705 0.00 0.00 -0.01
H -6.083 0.503 -1.374 -0.01 0.00 0.00
H 4.023 -4.426 -3.768 0.00 0.00 0.02
C -3.195 2.203 -1.960 0.08 -0.05 -0.03
C 4.032 -3.319 -6.979 0.00 0.02 -0.01
N -2.052 0.076 0.754 -0.69 -0.20 -0.06
C -0.545 3.131 -1.014 -0.11 -0.07 0.29
C -2.528 -0.797 1.612 0.08 0.09 -0.15
C 0.582 3.688 -0.308 -0.06 -0.07 -0.08
Cl 2.393 7.254 -0.080 0.00 0.00 0.00
C 3.364 0.971 -2.967 -0.01 0.04 0.15
H 1.237 1.818 -4.144 0.01 -0.05 -0.02
H -1.816 -1.185 2.329 0.00 -0.01 -0.03
H 5.007 -3.101 1.466 0.01 -0.02 0.00
C -3.870 -1.229 1.596 0.06 0.05 -0.03
C 2.048 -2.564 -5.810 -0.03 0.01 0.06
S 2.907 2.453 -2.279 0.01 0.11 -0.08
N -1.057 1.996 -0.688 -0.15 0.29 -0.35
C 2.416 4.949 1.354 -0.01 -0.04 0.01
C -2.900 0.618 -0.172 -0.10 0.15 0.13
C 5.206 -0.991 1.810 -0.03 0.04 -0.01
C 0.710 -1.937 2.165 0.33 -0.12 0.11
H 4.029 -1.745 -2.513 0.01 -0.01 -0.01
C 0.977 5.003 -0.572 0.06 0.00 0.04
N 2.734 0.396 -3.993 0.03 -0.07 -0.03
N 4.443 0.322 -2.470 -0.15 0.05 0.05
C 3.427 -2.008 0.538 -0.01 0.03 -0.01
H 5.381 -4.512 -5.806 0.02 -0.01 0.00
C 0.673 -1.610 -2.292 -0.17 0.13 -0.27
C 2.828 -2.628 -6.952 0.03 -0.01 -0.08
C 1.584 0.940 -4.685 -0.02 0.03 0.07
O 0.828 1.733 1.015 0.51 1.18 0.46
C 0.725 -4.318 1.635 0.03 0.01 0.06
H -5.739 -1.071 0.583 -0.03 0.00 -0.01
H 4.635 -3.353 -7.876 0.00 0.00 -0.02
N 1.738 -3.163 -3.488 0.00 -0.16 -0.07
H 5.734 -1.281 -2.302 -0.01 -0.02 0.03
H 2.216 -3.348 -2.615 -0.01 0.06 -0.05
H -5.147 2.225 -2.869 -0.01 0.01 -0.01
H 1.111 -2.028 -5.791 -0.03 0.02 -0.01
H 4.716 0.660 -1.560 0.02 0.01 -0.04
Ti 0.047 0.303 0.177 1.63 -2.00 0.05
C 3.686 -3.919 -4.666 0.00 0.00 0.01
C -4.242 0.232 -0.276 -0.12 -0.05 -0.01
H -4.196 -1.965 2.316 -0.01 0.00 0.02
H 2.955 -0.566 -4.208 -0.01 -0.04 -0.01
C 1.569 -4.581 2.700 -0.03 0.07 -0.03
C 3.471 0.370 0.830 0.01 0.00 -0.10
C 4.586 -2.119 1.287 0.02 -0.01 -0.01
C 2.840 -0.757 0.300 0.13 0.06 0.20
C 1.555 -2.242 3.246 -0.03 -0.13 0.02
C -2.380 1.636 -1.018 -0.08 0.18 -0.02
F -0.512 -2.805 0.338 0.03 0.01 0.19
C -4.711 -0.736 0.644 0.02 0.03 -0.04
C 2.035 3.653 1.627 0.08 0.03 -0.10
N 0.611 -2.326 -3.398 0.03 -0.04 0.05
H 2.438 3.112 2.472 0.00 0.00 0.00
H 0.796 0.190 -4.706 -0.04 -0.03 0.01
O 0.364 -0.706 1.920 -0.78 0.41 -0.40
H 6.117 -1.079 2.386 0.01 0.00 0.02
H -2.813 2.970 -2.620 0.01 -0.01 -0.02
F 1.968 -5.837 2.963 -0.01 0.02 0.00
N 1.663 -0.642 -0.472 -0.64 0.12 -0.07
C 4.446 -3.964 -5.815 0.02 -0.03 0.01
C 0.308 -3.023 1.382 -0.11 -0.14 -0.10
H 5.113 1.149 1.948 0.02 0.02 0.01
C 4.807 -1.038 -2.816 -0.05 -0.03 0.00
F 2.795 -3.772 4.542 0.00 -0.01 -0.01
H 3.081 1.348 0.604 -0.02 0.03 -0.05
C 1.141 2.988 0.779 -0.08 -0.10 -0.05
F 0.304 -5.323 0.858 0.02 0.01 0.02
C 2.467 -3.209 -4.631 0.02 0.00 0.07
N 1.667 -1.659 -1.422 0.22 0.15 0.00
C 4.637 0.252 1.569 0.04 -0.03 0.04
H 4.987 -1.132 -3.889 0.00 0.00 -0.01
```
Forces are in eV/Å.

Calculated values
LUMO level (spin up / spin down) = 0.0338 / 0.0339 Ha
Kohn-Sham gap (spin up / spin down) = 3.92 / 3.92 eV
Multiplicity = 1
HOMO (spin up / spin down) = -2.995 / -3.000 eV
Net charge = -1

***

Energy (Eh)
-736.080889 -4659.533006